[1]
{
  "formula": "C31H46F4N4O22PS",
  "method": "ωB97M-V/def2-TZVPD",
  "homo_energy_ev": -11.1,
  "e_lumo_ev": -4.4494,
  "total_charge": 1,
  "e_tot_ev": -114874.96059,
  "relative_energy_kj_mol": 257.1,
  "orbital_gap_ev": 6.7,
  "symbols": ["S", "P", "F", "F", "F", "F", "O", "O", "O", "O", "O", "O", "O", "O", "O", "O", "O", "O", "O", "O", "O", "O", "O", "O", "O", "O", "O", "O", "N", "N", "N", "N", "C", "C", "C", "C", "C", "C", "C", "C", "C", "C", "C", "C", "C", "C", "C", "C", "C", "C", "C", "C", "C", "C", "C", "C", "C", "C", "C", "C", "C", "C", "C", "H", "H", "H", "H", "H", "H", "H", "H", "H", "H", "H", "H", "H", "H", "H", "H", "H", "H", "H", "H", "H", "H", "H", "H", "H", "H", "H", "H", "H", "H", "H", "H", "H", "H", "H", "H", "H", "H", "H", "H", "H", "H", "H", "H", "H", "H"],
  "xyz": [[-2.55432, 4.32621, 4.85159], [-5.86501, 0.14723, 2.86218], [-6.49348, -2.99125, 0.77855], [-2.21435, 2.83197, 0.30621], [-7.70504, -2.13780, -0.99744], [-4.41537, -1.92142, -1.21448], [2.23195, -10.75830, -0.58510], [5.12275, 4.31339, -3.39335], [-8.75610, 3.03766, -2.74525], [3.17713, 3.22295, 1.15410], [-0.45593, -4.70749, -1.88468], [0.96770, -8.95308, -1.06491], [1.90504, -3.39132, 2.34730], [7.64698, 4.44582, 5.24317], [1.45600, -5.56750, 1.93469], [-0.09514, 3.83333, 2.61866], [-5.54477, -0.27180, 4.28782], [3.35767, -4.65656, 1.17815], [0.44699, -2.65573, -1.79786], [-6.91137, 4.32438, -2.91939], [5.09008, 6.45674, -4.09293], [-7.12838, 2.46519, -4.17918], [7.80196, 4.19079, 3.00666], [6.67909, 2.68011, 4.22644], [0.06333, -11.00538, -1.14986], [4.36571, 0.79614, 0.72625], [1.71419, -4.46135, -1.32608], [4.04353, 5.88772, -2.19291], [-4.08376, 2.26300, 3.33379], [-2.34354, 3.90844, 3.16620], [-3.02493, 2.48744, 1.31242], [-3.92947, 1.48304, 1.11890], [4.32516, 7.59208, -3.69622], [0.86896, 4.09964, 1.58149], [-6.57013, -2.13463, -0.26880], [-0.31820, -8.80716, -1.66160], [-5.52371, 0.27271, -0.50410], [7.39965, 3.83107, 4.25504], [6.40838, 2.38152, 2.85719], [2.04701, -6.52695, 1.05620], [7.51239, 3.10037, 2.13504], [-1.01379, -10.08222, -1.27183], [-7.53890, 3.36966, -3.25024], [4.25591, -1.28081, 2.03844], [-8.02972, 1.36362, -4.12376], [3.29714, 2.86186, -0.23306], [-3.08895, 2.96453, 2.60714], [-5.52041, -1.28801, -0.64433], [3.99773, 1.46357, -0.48541], [4.78600, 5.44441, -3.24257], [0.67112, -3.98641, -1.63903], [-0.83940, -2.50971, -2.39097], [-9.27386, 1.97276, -3.54129], [-1.53431, -3.78554, -2.00169], [2.20988, -4.44112, 1.86336], [-4.06248, 0.74701, -0.15235], [4.04349, 7.31336, -2.24583], [-4.53861, 1.37727, 2.36016], [1.87983, 2.87503, 1.61528], [3.80243, -0.53319, 0.72641], [1.18912, -10.28646, -0.90269], [3.47124, -6.06227, 0.96661], [-1.27289, 4.63020, 2.44932], [-2.25085, -4.11826, -2.75179], [-1.49850, 3.64650, 5.44699], [-2.04122, -3.70943, -1.03610], [3.87895, 3.69230, -0.72578], [-1.52309, -10.00395, -0.30766], [2.67772, -0.40676, 0.73335], [-0.19627, -8.70925, -2.74339], [4.92952, 1.65446, -1.08552], [-6.32723, 0.65777, 0.16303], [5.28507, -1.67186, 1.84589], [-3.32334, -0.10162, -0.10882], [6.42516, 1.30692, 2.68310], [1.44330, 1.99105, 1.06970], [-7.60090, 0.59044, -3.47866], [1.96170, -7.53321, 1.46441], [-9.93445, 2.38829, -4.30561], [-9.83927, 1.26997, -2.93070], [-5.75049, -1.00120, 2.03298], [-7.16183, 0.76455, 2.78702], [-1.34490, -1.62342, -2.00760], [-5.76828, 0.65931, -1.53522], [2.30416, 2.84944, -0.76941], [4.82810, 7.69120, -1.58577], [-8.19477, 0.94499, -5.11534], [-1.08085, 5.60748, 2.96744], [3.92075, -6.27674, -0.00165], [3.41481, 7.63339, -4.29989], [-1.72845, -10.41604, -2.02310], [3.33477, 0.77761, -1.07109], [5.41864, 2.76671, 2.59929], [4.07465, -1.09040, -0.20494], [0.41898, 4.22459, 0.56011], [-1.50960, 4.83254, 1.37634], [4.29037, -0.54348, 2.88037], [-0.82439, -7.92027, -1.28105], [1.42054, 5.03597, 1.88230], [3.08438, 7.71448, -1.92051], [4.10137, -6.48751, 1.75190], [7.20605, 3.45780, 1.15252], [8.41078, 2.48733, 2.02488], [1.53387, -6.48913, 0.09474], [3.54514, -2.12455, 2.24942], [-3.71275, 1.37548, -1.01508], [4.88920, 8.51185, -3.84401], [1.94465, 2.54613, 2.69022], [-0.72046, -2.41021, -3.47291]]
}



[2]
{
  "formula": "C5H10BNO3",
  "method": "ωB97M-V/def2-TZVPD",
  "homo_energy_ev": -8.6,
  "e_lumo_ev": 0.3098,
  "e_tot_ev": -13655.29696,
  "relative_energy_kj_mol": 269.9,
  "orbital_gap_ev": 8.9,
  "symbols": ["O", "O", "O", "N", "C", "C", "C", "C", "C", "B", "H", "H", "H", "H", "H", "H", "H", "H", "H", "H"],
  "xyz": [[2.39045, 1.40256, 0.06918], [0.55442, -2.50367, -0.92544], [2.59151, -1.49339, -0.28168], [-1.86731, -0.67861, -1.61214], [0.59807, -0.01149, -0.27910], [1.02883, 1.21033, 0.00343], [-2.28327, -0.15622, 0.83593], [0.39140, 2.45983, 0.59175], [-1.48617, -0.27644, -0.48503], [1.28821, -1.39166, -0.46828], [0.83456, -3.40019, -0.93322], [-2.83838, -1.11242, -1.64396], [2.85127, -2.36137, -0.26525], [2.71640, 0.53904, -0.17603], [0.28657, 2.19008, 1.60427], [-3.20169, -0.89314, 0.71523], [-1.72121, -0.30222, 1.79295], [-0.54985, 2.63579, 0.02353], [1.14654, 3.32652, 0.41320], [-2.73036, 0.81666, 1.02066]]
}



[3]
{
  "formula": "C29H50NO18P",
  "method": "ωB97M-V/def2-TZVPD",
  "homo_energy_ev": -8.5,
  "e_lumo_ev": 0.4145,
  "e_tot_ev": -78519.52949,
  "relative_energy_kj_mol": 0.0,
  "smiles": "O=C1OC[C@@](CCCNCc2ccccc2O)(P(O)O)O1.CCOC(=O)OC.CCOC(=O)OC.CCOC(=O)OC.CCOC(=O)OC",
  "orbital_gap_ev": 8.9,
  "symbols": ["P", "O", "O", "O", "O", "O", "O", "O", "O", "O", "O", "O", "O", "O", "O", "O", "O", "O", "O", "N", "C", "C", "C", "C", "C", "C", "C", "C", "C", "C", "C", "C", "C", "C", "C", "C", "C", "C", "C", "C", "C", "C", "C", "C", "C", "C", "C", "C", "C", "H", "H", "H", "H", "H", "H", "H", "H", "H", "H", "H", "H", "H", "H", "H", "H", "H", "H", "H", "H", "H", "H", "H", "H", "H", "H", "H", "H", "H", "H", "H", "H", "H", "H", "H", "H", "H", "H", "H", "H", "H", "H", "H", "H", "H", "H", "H", "H", "H", "H"],
  "xyz": [[-2.82704, -3.94976, 1.78410], [-1.93842, 6.25202, 4.61801], [-3.56071, -2.51618, 4.09948], [1.92534, -0.70589, 0.13314], [-3.08833, -2.82353, 0.59525], [-3.02996, -4.50522, 4.92550], [-2.07478, 4.12525, 5.36334], [6.65362, -0.47967, -4.42673], [2.72555, -0.36751, -7.43780], [-0.73040, 4.55514, 3.73517], [0.89390, 0.94916, -7.35024], [0.38963, 0.29873, -1.18001], [-6.12105, -0.37171, 4.52126], [2.45662, 0.90538, -1.36096], [8.33222, -1.08031, -5.81189], [-4.31508, -4.54219, 2.02803], [-4.69759, -3.32071, 5.85391], [8.58585, -0.90446, -3.57081], [2.04836, 0.31956, -5.50860], [-4.07604, 0.24115, 2.79141], [1.00850, 6.25367, 3.49103], [-5.05233, -0.10407, 1.77597], [-2.99332, 4.56496, 6.36845], [-7.77772, -2.73902, 1.52445], [1.12694, 1.05075, -4.67685], [-6.16168, -1.03210, 2.21725], [-3.84603, -3.43154, 5.04983], [-8.17404, -2.90672, 2.84955], [-0.10409, 5.47461, 2.82496], [-2.68116, 0.29496, 2.36568], [-6.78256, -1.80810, 1.23007], [-0.59306, -0.57331, -0.61558], [5.79560, -0.33036, -5.56550], [-0.15187, 0.28313, -4.43845], [10.81613, -0.08268, -4.13378], [-1.85743, -3.98903, 4.29353], [4.49196, -0.41577, -1.67155], [1.79173, 0.35615, -6.81444], [7.90166, -0.84037, -4.71392], [-6.61642, -1.17491, 3.53320], [-1.36172, -1.90281, 2.99135], [-7.58922, -2.12848, 3.84431], [2.56642, -0.44591, -8.85800], [1.62647, 0.08349, -0.72323], [9.97073, -1.26177, -3.70510], [3.84640, 0.77716, -1.00253], [-2.43361, -2.95831, 3.32288], [-1.67381, -0.42540, 3.29179], [-1.61179, 5.09487, 4.57430], [-6.83399, -0.16050, 5.12998], [-7.88628, -2.24616, 4.87617], [10.67236, 0.75552, -3.45119], [-8.23183, -3.34000, 0.75196], [0.28788, 4.84688, 2.02711], [-2.37142, 1.34188, 2.31361], [10.54694, 0.24378, -5.13722], [-6.46571, -1.68116, 0.20176], [-0.48276, -2.18014, 3.57144], [4.30278, 1.70646, -1.33756], [1.65811, 1.20666, -3.74149], [0.06491, -0.70460, -4.02905], [-5.52243, 0.77023, 1.30740], [-4.52565, -0.61160, 0.97793], [-4.97973, -3.85567, 2.22717], [0.61469, 6.90705, 4.26811], [6.09374, 0.53911, -6.14979], [11.87063, -0.35811, -4.13169], [4.05742, -1.34598, -1.30659], [5.56223, -0.43151, -1.46932], [-0.72630, 0.09573, 3.14279], [-2.47736, 5.16548, 7.11540], [-0.77350, 0.82610, -3.72791], [-3.38415, 3.66188, 6.82719], [2.47777, 0.54689, -9.29222], [-1.29939, -3.43727, 5.05412], [-1.24550, -4.77260, 3.86788], [-0.45266, -1.59113, -0.97639], [3.93813, 0.72636, 0.08164], [5.82127, -1.22097, -6.18724], [-4.33553, 1.08672, 3.26875], [1.52740, 6.86712, 2.75476], [-1.56196, -0.20553, -0.94121], [-1.06790, -1.98979, 1.94745], [-2.56647, -0.12209, 1.37000], [10.26299, -1.60837, -2.71582], [1.72724, 5.57289, 3.94817], [3.46011, -0.93754, -9.23023], [-1.93684, -0.27404, 4.33474], [-3.82819, -3.12678, 0.05587], [4.79532, -0.18694, -5.17385], [-8.93207, -3.63215, 3.09905], [10.06513, -2.09487, -4.40032], [4.34725, -0.37628, -2.75130], [0.93004, 2.02330, -5.12634], [-3.80360, 5.14070, 5.92781], [-0.54213, -0.55132, 0.46772], [-0.85806, 6.13623, 2.40052], [1.68703, -1.03678, -9.10736], [-0.71239, 0.15059, -5.36359]]
}